Entry 1:
Molecular formula: C15H13Cl3N5O8S3SbSe4W
Method: DFT, ωB97M-V/def2-TZVPD

Values from the calculation:
Lowest unoccupied orbital energy (spin up / spin down), eV: -3.4 / -3.4
Orbital gap (spin up / spin down), eV: 3.69 / 3.72
E_tot, a.u.: -13943.29217

```
53
Properties=species:S:1:pos:R:3:mulliken_charge:R:1
W 1.4826 -0.3823 0.1995 1.51
N 2.9655 -2.2360 2.3158 -0.37
N 4.1394 -2.2755 1.5691 -0.14
C 4.2327 -1.6023 0.3838 0.43
O 5.2609 -1.3211 -0.1526 -0.58
O 3.0068 -1.3932 -0.1834 -0.51
H 3.1083 -1.7521 3.1934 0.23
H 2.6019 -3.1696 2.4731 0.25
H 5.0227 -2.4127 2.0360 0.24
O 0.4258 1.4042 -0.3194 -0.24
S 1.5963 2.2167 -0.8259 1.53
O 1.3395 3.0438 -1.9479 -0.65
O 2.6118 1.1523 -1.0104 -0.56
C 1.9761 3.2807 0.5476 -0.03
C 2.1346 4.6194 0.2393 -0.56
C 2.2567 5.5595 1.2565 -0.63
C 2.1903 5.1664 2.5779 -0.62
C 2.0511 3.8212 2.9007 -0.63
C 1.9513 2.8753 1.8957 0.06
S 2.0073 1.1831 2.4323 1.57
O 2.3352 1.1782 3.8116 -0.66
O 0.7707 0.4122 2.0710 -0.63
O 2.9771 0.5297 1.5070 -0.61
H 2.1311 4.9219 -0.7976 0.55
H 2.3869 6.6023 1.0015 0.42
H 2.2606 5.8976 3.3715 0.42
H 2.0488 3.4958 3.9307 0.54
N -6.2282 -2.2797 -0.3239 -0.28
C -6.0053 -0.9818 -0.5549 -0.18
S -7.1633 0.1828 -0.4319 -0.36
C -4.6062 -0.6748 -0.9639 0.85
C -3.9624 0.4739 -0.5163 -0.71
C -2.6445 0.6807 -0.8829 -0.45
N -1.9564 -0.1520 -1.6695 0.01
C -2.5940 -1.2305 -2.1143 -0.12
C -3.9024 -1.5402 -1.7883 -0.62
H -7.1462 -2.5597 -0.0221 0.22
H -5.4600 -2.9341 -0.2330 0.11
H -4.4836 1.1729 0.1222 0.40
H -2.1033 1.5448 -0.5185 0.37
H -2.0247 -1.9163 -2.7367 0.12
H -4.3537 -2.4432 -2.1751 0.55
Cl -0.4126 -0.1835 -5.0201 -0.04
C 0.7193 -1.3587 -4.3671 0.76
Cl 2.2977 -1.2362 -5.1482 -0.10
Cl 0.0840 -3.0016 -4.4792 -0.04
C 0.9135 -1.0601 -2.9441 -0.15
N 1.0753 -0.8582 -1.8374 -0.04
Se 0.2425 -5.4702 2.0680 -0.51
Sb -1.5637 -4.4850 0.9179 0.84
Se -2.3884 -4.9213 -1.2918 -0.53
Se -3.5532 -3.5041 1.8037 -0.54
Se -0.0522 -2.0796 0.6306 0.15
```



Entry 2:
Molecular formula: C3H6FIN3
Method: DFT, ωB97M-V/def2-TZVPD

Values from the calculation:
Lowest unoccupied orbital energy, eV: -4.7
Orbital gap, eV: 8.18
E_tot, a.u.: -679.35707
Total charge: +1

```
14
Properties=species:S:1:pos:R:3:mulliken_charge:R:1
C 1.4284 0.9768 -0.0525 0.06
C -1.9296 0.0944 0.6499 0.28
C -0.4430 -1.2899 -0.6299 -0.84
N 2.0599 -0.1020 0.0145 -0.62
N -0.8395 -0.0556 0.0092 0.40
N 0.0320 1.0573 -0.1233 -0.44
F -2.7984 -0.8385 0.7654 -0.14
I 4.1087 -0.0628 -0.0750 0.23
H 1.9918 1.8921 -0.0186 0.39
H -2.2576 0.9564 1.3256 0.28
H -1.0944 -2.0801 -0.1593 0.31
H -0.3896 -1.0443 -1.6664 0.37
H 0.5654 -1.3735 -0.4496 0.43
H -0.4343 1.8696 0.4101 0.29
```



Entry 3:
Molecular formula: C18H22N2NiO9P2
Method: DFT, ωB97M-V/def2-TZVPD

Values from the calculation:
2S+1: 3
Lowest unoccupied orbital energy (spin up / spin down), eV: -0.9 / -0.9
Orbital gap (spin up / spin down), eV: 8.04 / 8.02
<S²>: 2.004
E_tot, a.u.: -3677.10629

```
54
Properties=species:S:1:pos:R:3:mulliken_spin:R:1
Ni 0.1893 -0.5446 0.5822 1.79
C 3.0281 -3.6756 0.9905 0.00
C 1.6241 -3.9044 1.4927 0.00
O 1.4735 -5.1552 2.1131 0.00
P 1.0046 -2.6136 2.6406 0.00
O 1.7984 -2.9332 3.9840 0.00
O -0.4753 -2.9940 3.0262 0.00
O 1.1804 -1.1702 2.2921 0.03
P 0.3658 -3.8341 0.1015 0.00
O -0.8455 -4.6888 0.7457 0.00
O 0.8910 -4.3874 -1.1542 0.00
O -0.1843 -2.4197 0.1214 0.03
H 3.7545 -3.8025 1.7944 0.00
H 3.1139 -2.6754 0.5789 0.00
H 3.2265 -4.3985 0.1994 0.00
H 2.1378 -5.2413 2.8104 0.00
H 1.4984 -2.3764 4.7049 0.00
H -1.0579 -3.0218 2.2577 0.00
H -0.6621 -5.6270 0.7115 0.00
N 6.9727 -0.8155 -2.5036 0.00
C 5.9240 -0.7495 -2.0504 0.00
C 4.6283 -0.6361 -1.4890 0.00
C 3.5172 -1.1834 -2.1323 0.00
C 2.2690 -1.0078 -1.5590 0.00
N 2.0955 -0.3447 -0.4181 0.04
C 3.1516 0.1850 0.1948 0.00
C 4.4382 0.0706 -0.2989 0.00
H 3.6231 -1.7306 -3.0554 0.00
H 1.3744 -1.4114 -2.0163 0.00
H 2.9487 0.7213 1.1126 0.00
H 5.2699 0.5201 0.2200 0.00
C -4.9177 5.4193 -1.7688 0.00
C -4.0064 4.3498 -1.2547 0.00
C -2.6794 4.2896 -1.6564 0.00
C -1.8225 3.2926 -1.2213 0.01
C -0.4066 3.3276 -1.7077 0.00
C -2.3108 2.3062 -0.3435 0.01
C -3.6362 2.3908 0.1219 0.00
C -4.1921 1.4229 1.1134 0.00
C -4.4592 3.3986 -0.3510 0.00
C -1.4396 1.1861 0.0538 -0.01
O -1.6405 0.4632 1.0689 0.03
O -0.4204 0.8985 -0.6553 0.06
H -4.4803 5.9131 -2.6320 0.00
H -5.1003 6.1695 -0.9999 0.00
H -5.8800 5.0000 -2.0535 0.00
H -2.3005 5.0433 -2.3335 0.00
H -0.2018 4.2813 -2.1918 0.00
H -0.2308 2.5235 -2.4204 0.00
H 0.2983 3.1860 -0.8915 0.00
H -3.9773 0.3958 0.8298 0.00
H -5.2670 1.5589 1.2139 0.00
H -3.7230 1.5863 2.0816 0.00
H -5.4806 3.4443 0.0032 0.00
```



Entry 4:
Molecular formula: C44H54BrClLaN7O7P2S2
Method: DFT, ωB97M-V/def2-TZVPD

Values from the calculation:
Lowest unoccupied orbital energy, eV: 2.8
Orbital gap, eV: 6.14
E_tot, a.u.: -7163.74485
Total charge: -2

```
119
Properties=species:S:1:pos:R:3:mulliken_charge:R:1
La 8.5175 -17.2828 7.2089 1.61
N 5.8697 -22.1446 9.3800 -0.76
C 5.1395 -22.0744 10.2948 0.32
H 6.8474 -21.7905 8.1848 0.44
S 4.1994 -21.9075 11.6406 -0.55
Br 9.7921 -18.2612 9.7612 -0.78
O 6.6204 -19.6470 7.3307 -0.90
S 7.4038 -20.5782 6.5022 1.21
O 6.8455 -20.8978 5.2769 -0.75
O 8.7325 -19.9616 6.4492 -0.44
O 7.5592 -21.8424 7.3343 -0.38
O 6.9234 -16.1517 6.2819 -0.73
N 10.1195 -15.6576 6.4610 -0.29
O 10.4290 -16.6046 5.7093 -0.19
C 13.5022 -23.3266 8.5296 -1.29
P 11.9690 -22.5318 7.8598 -0.11
C 12.6967 -21.3306 6.6709 0.83
C 11.9213 -20.1594 6.5535 0.42
C 12.3927 -19.1315 5.7132 -0.23
C 13.6593 -19.2276 5.0832 -1.02
C 14.3586 -20.3775 5.3031 -0.49
C 13.9372 -21.5017 6.0675 -0.79
C 11.4308 -23.7467 6.7358 0.44
C 10.0514 -23.9046 6.4491 0.10
C 9.5621 -24.8137 5.5683 -0.78
C 10.4720 -25.7163 4.9736 -0.32
C 11.8155 -25.6533 5.1750 -1.02
C 12.2487 -24.6955 6.1175 0.31
P 13.7872 -22.5766 10.2231 -0.38
C 15.4248 -23.3216 10.6299 0.82
C 16.0975 -23.2536 12.1222 -0.54
C 17.3029 -23.8810 12.3114 -0.13
C 18.0568 -24.5655 11.4480 -0.09
C 17.5493 -24.7752 10.0358 -0.89
C 16.1389 -24.1107 9.8824 0.00
C 14.3690 -20.8533 9.7673 0.62
C 15.7282 -20.4738 9.4214 -0.23
C 15.9712 -19.1095 9.1677 -0.28
C 14.9898 -18.1068 9.3735 -0.93
C 13.7582 -18.5492 9.6481 -0.06
C 13.3957 -19.8752 9.8575 -0.67
H 14.4013 -23.5279 7.9423 0.16
H 13.1911 -24.3533 8.3962 1.05
H 10.9661 -20.1994 7.1609 0.08
H 11.8377 -18.1532 5.7917 0.36
H 14.1666 -18.3892 4.4064 0.16
H 15.4007 -20.3851 4.9030 0.22
H 14.5480 -22.2485 6.2970 0.71
H 9.5558 -23.2363 7.2355 0.09
H 8.5453 -25.1070 5.5607 0.46
H 9.8428 -26.3591 4.3847 0.31
H 12.5265 -26.3039 4.6276 0.37
H 13.3665 -24.5457 6.1627 0.07
H 15.7618 -22.1846 12.3761 0.21
H 17.6327 -24.0095 13.5149 0.15
H 19.2608 -24.6654 11.7436 0.20
H 17.8914 -25.7362 9.6262 0.29
H 16.0200 -24.4118 8.7664 0.12
H 16.6640 -21.1335 9.0050 0.11
H 16.9943 -18.7583 8.8653 0.25
H 15.1230 -17.1218 9.5485 0.59
H 12.8861 -17.8662 9.7035 0.20
H 12.3874 -20.1189 9.9917 0.54
C 0.8416 -20.1387 6.6824 -1.88
C 1.8900 -19.9580 7.8305 1.51
C 1.3760 -20.8002 8.9863 -1.70
C 3.1783 -20.6893 7.3074 -1.01
C 2.0382 -18.4660 8.2617 2.61
O 0.7972 -18.0646 8.8918 -0.76
C 2.2765 -17.4706 7.1075 -2.22
C 3.5557 -17.5101 6.3262 1.78
C 3.4416 -18.0236 4.9526 -0.68
C 4.5757 -18.7417 4.4917 -0.14
C 4.5192 -19.4657 3.2976 -0.74
C 3.3521 -19.3958 2.5073 0.14
Cl 3.3048 -20.5495 1.2331 -0.29
C 2.2481 -18.7022 2.9817 -0.41
C 2.3039 -17.9405 4.1116 -0.59
C 3.0455 -18.4483 9.4577 -1.82
N 4.1661 -17.5173 9.4370 1.13
C 5.4568 -17.8550 9.3943 -0.17
N 6.1598 -16.7223 9.3776 -0.45
C 5.1900 -15.7364 9.4581 -0.36
N 3.9721 -16.2035 9.5331 -1.09
H 0.5457 -21.2066 6.6121 0.45
H 1.1334 -19.7439 5.7025 0.30
H -0.1189 -19.5713 6.9155 0.28
H 1.1117 -21.8016 8.5861 0.47
H 0.5060 -20.2248 9.4171 0.33
H 2.0731 -21.0221 9.7582 0.18
H 4.0358 -20.5235 8.0278 -0.18
H 3.4150 -20.2934 6.3331 -0.04
H 2.9532 -21.7470 7.1953 0.71
H 0.8782 -17.0468 9.0979 0.51
H 2.0337 -16.4687 7.5164 0.44
H 1.4262 -17.6952 6.4038 0.31
H 4.3757 -18.0550 6.8394 -0.66
H 3.9422 -16.5275 6.1660 0.73
H 5.5331 -18.9618 4.9829 0.04
H 5.3136 -20.1187 3.0306 0.65
H 1.2763 -18.7599 2.4498 0.34
H 1.3537 -17.4451 4.5061 0.34
H 3.5679 -19.3874 9.5785 0.38
H 2.5328 -18.2009 10.3348 0.43
H 5.7733 -18.8815 9.3366 0.66
H 5.4941 -14.6917 9.4664 0.44
N 10.5865 -17.7852 3.0949 -0.46
C 9.1317 -17.4164 2.8888 0.12
C 8.5810 -18.6156 2.0351 -0.61
N 8.7029 -19.8044 2.7490 -0.38
H 11.0892 -17.8166 2.0647 0.18
H 6.3135 -15.7568 6.6489 0.17
H 11.0327 -17.2213 3.7665 0.25
H 8.9735 -16.4532 2.2559 0.18
H 8.7672 -17.2503 3.9024 -0.18
H 9.0792 -18.6708 1.0770 0.34
H 7.4843 -18.4250 1.7804 0.23
H 7.9049 -20.1794 3.2182 0.15
H 9.5208 -20.1855 3.1615 0.24
```



Entry 5:
Molecular formula: C25H25ClN2O6TeV
Method: DFT, ωB97M-V/def2-TZVPD

Values from the calculation:
2S+1: 2
Lowest unoccupied orbital energy (spin up / spin down), eV: -0.9 / -0.7
Orbital gap (spin up / spin down), eV: 6.66 / 6.92
<S²>: 0.775
E_tot, a.u.: -3200.93189

```
61
Properties=species:S:1:pos:R:3:mulliken_spin:R:1
V 0.2577 0.7758 0.2848 1.12
O -3.2590 -1.1506 1.1648 0.00
C -2.3036 -0.4100 1.1249 0.00
O -1.3466 -0.4219 0.2376 -0.01
C -2.1043 0.6872 2.1332 0.01
C -2.9281 1.0023 3.1961 -0.01
C -2.5713 2.0818 3.9970 0.01
C -1.4247 2.8119 3.7097 0.00
C -0.6689 2.4278 2.6174 0.02
N -1.0169 1.3949 1.8707 -0.03
C 0.5745 3.0922 2.0850 -0.01
O 1.0734 4.0441 2.6383 0.01
O 0.9711 2.5249 0.9842 -0.02
H -3.8133 0.4077 3.3716 0.00
H -3.1908 2.3564 4.8407 0.00
H -1.1061 3.6636 4.2938 0.00
C -1.2656 1.0389 -2.3731 0.01
N -0.9706 1.9322 -1.2320 -0.03
C -2.2404 2.4715 -0.7291 0.01
C -0.1226 3.0517 -1.7046 0.00
C 1.2676 2.5408 -1.9081 -0.01
C 2.1591 3.0981 -2.8143 -0.01
C 3.4637 2.6296 -2.8767 0.01
C 3.8664 1.6026 -2.0341 -0.01
C 2.9634 1.0323 -1.1449 0.03
C 1.6579 1.4950 -1.0862 -0.11
H -1.8380 1.5889 -3.1282 0.00
H -1.8394 0.1824 -2.0290 0.00
H -0.3344 0.6880 -2.8105 0.00
H -2.7411 3.0499 -1.5133 0.00
H -2.0578 3.1243 0.1233 0.00
H -2.8976 1.6554 -0.4341 0.00
H -0.1196 3.8168 -0.9255 0.00
H -0.5530 3.4879 -2.6142 0.00
H 1.8379 3.9048 -3.4641 0.00
H 4.1638 3.0648 -3.5778 0.00
H 4.8862 1.2398 -2.0711 0.00
H 3.2994 0.2292 -0.4966 0.00
Cl 4.0950 -5.2611 1.8942 0.00
C 3.2476 -3.7513 1.7604 0.00
C 3.2024 -2.8883 2.8608 0.00
C 2.5366 -1.6889 2.7834 0.00
C 1.8856 -1.3045 1.5982 -0.01
O 1.2513 -0.1541 1.5708 0.01
C 1.9481 -2.1788 0.4944 0.02
C 1.3360 -1.8456 -0.7643 0.00
O 0.7193 -0.8109 -1.0096 0.00
C 2.6305 -3.4037 0.5895 0.00
H 3.6988 -3.1771 3.7777 0.00
H 2.4973 -1.0149 3.6281 0.00
H 1.4307 -2.5790 -1.5732 0.00
H 2.6628 -4.0653 -0.2672 0.00
C -2.2540 -3.9327 -0.1470 0.00
Te -1.8509 -3.0451 -2.0374 0.00
C -2.8365 -4.5428 -3.1896 0.00
H -2.1309 -5.0099 -0.2341 0.00
H -3.2507 -3.6678 0.1889 0.00
H -1.5293 -3.5390 0.5622 0.00
H -3.8695 -4.6310 -2.8629 0.00
H -2.3289 -5.4995 -3.0998 0.00
H -2.8199 -4.2215 -4.2290 0.00
```



Entry 6:
Molecular formula: C4H13NO2
Method: DFT, ωB97M-V/def2-TZVPD

Values from the calculation:
Lowest unoccupied orbital energy, eV: 0.6
Orbital gap, eV: 9.40
E_tot, a.u.: -365.35379
SMILES string: C[C@H](N)CCO.O

```
20
Properties=species:S:1:pos:R:3:mulliken_charge:R:1
C 0.4345 -1.6433 -0.8654 -1.28
C -0.4862 -0.6412 -0.1081 0.71
N -1.6404 -1.3426 0.3395 -0.60
C -0.7251 0.7870 -0.9608 -0.66
C 0.7104 1.2989 -1.1407 -0.25
O 0.6202 2.4986 -1.8090 -0.49
H 0.1150 -2.6909 -0.6404 0.41
H 1.4594 -1.4007 -0.5462 0.31
H 0.5548 -1.5452 -1.9334 0.30
H 0.1589 -0.1880 0.7728 -0.22
H -2.3324 -1.6901 -0.4283 0.24
H -2.0278 -0.8170 1.2039 0.25
H -1.1549 0.5122 -1.9053 0.31
H -1.4165 1.4816 -0.4621 0.30
H 1.3907 1.0999 -0.2458 0.27
H 1.1519 0.6787 -2.0172 0.12
H 1.3055 3.1013 -1.9169 0.29
O 0.9159 0.2878 4.4268 -0.65
H 0.8594 0.2302 3.4636 0.33
H 0.1067 -0.0172 4.7729 0.31
```



Entry 7:
Molecular formula: C4H28O11S2
Method: DFT, ωB97M-V/def2-TZVPD

Values from the calculation:
Lowest unoccupied orbital energy, eV: 0.0
Orbital gap, eV: 9.18
E_tot, a.u.: -1793.16343

```
45
Properties=species:S:1:pos:R:3:mulliken_charge:R:1
C -1.1280 1.0585 2.9090 -0.62
C -1.1453 2.4540 2.3894 -0.03
O -1.0944 2.7894 1.2251 -0.57
C -0.7708 -0.0573 1.9622 0.21
S 0.6052 -1.0332 2.6436 -0.23
S 0.6036 -2.7909 1.6472 -0.09
C 1.9577 -2.4634 0.4940 -0.72
H -0.3241 1.1298 3.6548 0.35
H -2.1023 0.9745 3.3808 0.31
H -1.2317 3.2749 3.1242 0.41
H -0.4928 0.2010 0.9311 -0.26
H -1.6623 -0.6128 1.6424 0.45
H 2.1954 -3.3438 -0.1112 0.36
H 2.8875 -2.3229 1.0244 0.19
H 1.7775 -1.6418 -0.1963 0.23
H -0.3576 1.8474 -0.1937 0.25
H 1.1441 1.8332 -0.5457 0.46
O 0.3079 1.3720 -0.7341 -0.69
H -2.7198 -0.3611 -2.0606 0.40
H -1.6677 -0.6250 -3.1997 0.30
O -1.8972 -0.8445 -2.2920 -0.69
H 3.3661 1.6425 -0.9247 0.37
H 3.0304 1.7012 0.6014 0.32
O 2.7589 2.0259 -0.2655 -0.68
H -2.2491 -3.5583 -0.9580 0.28
H -2.6469 -2.5344 -2.0035 0.41
O -3.0291 -3.1795 -1.3663 -0.64
H 3.9338 -0.8155 1.6986 0.32
H 2.8701 0.0933 2.0349 0.28
O 3.7982 0.1347 1.7541 -0.64
H -3.3362 2.0616 -2.5793 0.24
H -3.9006 1.4395 -1.1439 0.35
O -3.4068 1.3234 -1.9745 -0.63
H -3.0421 2.9326 0.2270 0.32
H -4.3681 3.1264 0.6110 0.31
O -3.7770 2.3606 0.5067 -0.64
H 2.5192 1.2499 -2.7946 0.47
H 3.5700 0.2471 -3.0870 0.30
O 3.5003 1.1647 -2.7987 -0.75
H 0.7043 -0.5136 -3.2357 0.35
H 0.4456 -2.0290 -3.2753 0.27
O 0.4168 -1.2347 -3.8165 -0.73
H 0.4093 1.3482 -2.5480 0.36
H 0.6291 1.3315 -4.0408 0.31
O 0.8031 0.7911 -3.2558 -0.59
```



Entry 8:
Molecular formula: C5H10O2
Method: DFT, ωB97M-V/def2-TZVPD

Values from the calculation:
Lowest unoccupied orbital energy, eV: 0.8
Orbital gap, eV: 8.64
E_tot, a.u.: -346.87958

```
17
Properties=species:S:1:pos:R:3:mulliken_charge:R:1
C 2.2943 -0.1933 0.6859 -0.80
O 0.9889 0.2464 0.3897 -0.36
C 0.5224 -0.1677 -0.8800 -0.35
C -0.9164 0.2870 -1.0503 -0.87
C -1.9310 -0.2992 -0.0444 -0.30
C -2.2393 0.4063 1.2787 -0.48
O -1.2015 1.0145 1.7850 -0.25
H 2.3645 -1.2881 0.6205 0.32
H 2.5213 0.1220 1.7055 0.27
H 3.0240 0.2503 -0.0056 0.29
H 1.1611 0.2666 -1.6643 0.37
H 0.5936 -1.2653 -0.9577 0.36
H -1.2206 -0.0049 -2.0619 0.35
H -2.8979 -0.4229 -0.5409 0.36
H -1.6438 -1.3216 0.2563 0.27
H -0.9508 1.3849 -1.0267 0.32
H -0.3524 0.8908 1.2908 0.49
```



Entry 9:
Molecular formula: C2H3FN4O2
Method: DFT, ωB97M-V/def2-TZVPD

Values from the calculation:
2S+1: 3
Lowest unoccupied orbital energy (spin up / spin down), eV: 0.4 / -3.0
Orbital gap (spin up / spin down), eV: 8.22 / 8.44
<S²>: 2.007
E_tot, a.u.: -547.10882

```
12
Properties=species:S:1:pos:R:3:mulliken_spin:R:1
C 0.4116 0.6413 0.2143 0.11
C -0.4845 -1.5513 0.5273 0.11
N -0.3089 0.4661 1.4445 0.90
N -0.7585 -0.6498 1.6017 0.78
N 0.3082 -0.6248 -0.4735 0.01
N 0.0775 -0.7045 -1.8090 0.00
O 0.3865 0.2648 -2.4503 0.00
O -0.3834 -1.7379 -2.2113 0.01
F 0.2987 -2.5686 0.9041 0.02
H -0.0274 1.4608 -0.3674 0.02
H 1.4462 0.9092 0.4557 0.01
H -1.3797 -1.9556 0.0402 0.02
```